Density functional theory data (the ωB97M-V functional and the def2-TZVPD basis) for C6H12O in the gas phase.

Positions of all 19 atoms, in Å:
O 0.816 0.184 0.292
H -0.094 -1.501 -0.468
H 3.064 -0.598 1.394
H 4.138 -0.005 0.106
C -1.525 -0.187 0.443
C -2.439 0.963 0.137
H 2.068 -0.998 -0.857
H -2.945 1.444 0.969
C -2.845 -0.439 -0.222
H -0.410 -0.011 -1.380
H 2.124 0.741 -1.211
H -2.826 -0.715 -1.274
H -2.164 1.637 -0.670
C -0.277 -0.416 -0.360
H -1.429 -0.471 1.489
C 2.035 0.004 -0.394
C 3.173 0.148 0.600
H -3.633 -0.921 0.348
H 3.168 1.141 1.059

For the HOMO-LUMO gap, the calculation gives 10.91 eV. Its structure (SMILES) is CCOCC1CC1. As for the max |F|: 0.006 Eh/bohr. The energy comes out at -311.004552 a.u. The value obtained for the LUMO energy is 1.19 eV. The HOMO energy is -9.72 eV.

Atomic partial charges in e from the Löwdin method, atoms 1 to 2:
1. O -0.14
2. H 0.13